(1)
Below is 2 unconnected molecules or ions with the total composition C4H10N4O, with properties calculated with ωB97M-V/def2-TZVPD.

Summary:
multiplicity	1
HOMO energy	-8.545	eV
SMILES	C=C1CN1N.NC(N)=O
ΔE to the lowest compared entry with this formula, charge and spin	114.4	kcal/mol

CARTESIAN COORDINATES (ANGSTROEM)
C (-1.533, 0.962, 0.078)
N (-0.148, 0.708, 0.490)
C (0.807, -1.135, 0.640)
C (-0.572, 0.571, -0.953)
N (0.665, 1.758, 0.998)
N (-0.081, -1.580, 1.649)
N (0.392, -1.663, -0.679)
C (-0.221, 1.001, -2.165)
O (1.970, -0.765, 0.789)
H (1.238, 1.339, 1.734)
H (1.341, 1.933, 0.248)
H (-0.175, -2.584, 1.701)
H (-0.347, -0.788, 2.227)
H (-0.245, -2.449, -0.695)
H (1.186, -1.809, -1.289)
H (-2.262, 0.273, 0.487)
H (-1.810, 2.010, 0.128)
H (0.747, 0.760, -2.576)
H (-0.953, 1.458, -2.813)

Force components x, y, z for each atom (eV/Å):
0.1 0.2 0.2
-0.6 -1.2 -1.7
0.7 -2.8 -1.5
0.2 3.5 1.8
0.2 0.2 -1.3
0.6 1.0 -1.0
0.9 0.1 1.5
0.2 -0.9 0.5
-1.3 0.3 0.0
-0.2 -0.2 -0.2
-0.1 0.3 0.3
-0.3 0.6 0.8
-0.2 -1.4 0.6
0.0 0.2 0.3
0.0 0.1 0.1
0.0 -0.1 0.0
-0.2 0.0 -0.2
0.3 0.4 0.1
-0.2 -0.4 -0.2

Results of the Löwdin charge analysis, in e, for atoms 1 through 5:
1 C -0.068
2 N -0.196
3 C -0.649
4 C -0.243
5 N 0.077



(2)
Below is a molecular structure, C4H10N4O, with properties calculated with ωB97M-V/def2-TZVPD.

Summary:
multiplicity	1
HOMO energy	-8.545	eV
ΔE to the lowest compared entry with this formula, charge and spin	197.3	kcal/mol

CARTESIAN COORDINATES (ANGSTROEM)
C (1.632, -1.125, 0.189)
C (0.038, -1.045, 0.710)
C (-1.234, 0.566, -0.507)
C (-2.041, 1.840, -0.151)
H (4.119, -1.835, -1.441)
H (3.721, -0.703, -0.272)
H (2.022, -0.126, 0.523)
H (-0.223, -0.899, 2.034)
H (-0.635, -1.852, 0.279)
H (-0.296, 1.061, 1.515)
H (-0.685, -0.967, -1.446)
H (-2.885, 1.915, -0.840)
H (-1.591, 2.748, -0.503)
H (-3.612, 2.259, 0.911)
N (3.742, -1.765, -0.537)
N (2.221, -1.907, -0.547)
N (-0.559, 0.254, 0.481)
N (-1.183, -0.112, -1.659)
O (-2.551, 1.693, 1.259)

Force components x, y, z for each atom (eV/Å):
-3.5 3.4 2.4
0.0 -0.3 2.6
-2.7 2.0 -6.4
-1.4 -1.7 -1.2
0.0 -0.2 -1.7
1.3 -2.2 -0.6
0.6 -0.8 0.1
1.9 -2.0 -3.8
1.0 0.8 0.7
-1.7 -3.1 -4.7
0.5 -0.1 -0.5
-0.3 -0.8 0.1
1.3 0.8 1.1
4.8 -2.7 2.6
-3.7 3.6 2.6
2.5 -2.8 -1.0
5.7 0.7 9.7
-1.7 1.8 2.1
-4.5 3.8 -4.2

Results of the Löwdin charge analysis, in e, for atoms 1 through 5:
1 C -0.203
2 C -0.146
3 C -0.527
4 C -0.198
5 H 0.026



(3)
Below is 2 unconnected molecules or ions with the total composition C4H10N4O, with properties calculated with ωB97M-V/def2-TZVPD.

Summary:
multiplicity	1
HOMO energy	-9.275	eV
SMILES	CC(=O)NC#N.CNN
ΔE to the lowest compared entry with this formula, charge and spin	39.9	kcal/mol

CARTESIAN COORDINATES (ANGSTROEM)
C (-2.416, 0.268, -0.760)
C (3.139, 0.904, -0.109)
N (-1.840, -0.231, 0.471)
N (0.974, -0.183, -0.087)
C (0.593, 0.638, 0.878)
C (2.234, -0.163, -0.661)
N (-1.838, -1.656, 0.490)
N (0.362, 1.373, 1.727)
O (2.531, -0.952, -1.519)
H (0.291, -0.870, -0.400)
H (-1.329, -1.958, 1.315)
H (-2.785, -2.048, 0.542)
H (-2.335, 0.172, 1.271)
H (-2.307, 1.348, -0.769)
H (-3.478, 0.011, -0.881)
H (-1.865, -0.157, -1.599)
H (3.274, 0.762, 0.962)
H (4.102, 0.857, -0.608)
H (2.692, 1.886, -0.262)

Force components x, y, z for each atom (eV/Å):
0.0 -0.2 0.0
0.2 -0.1 -0.1
-0.4 -0.1 0.2
-0.6 -0.8 -0.5
0.1 0.4 0.4
0.6 0.2 0.0
-0.2 -0.1 0.1
0.0 0.5 0.5
-0.1 -0.1 -0.1
0.1 0.0 0.0
-0.1 0.0 -0.1
0.2 0.1 0.0
0.2 -0.2 -0.2
0.0 0.1 -0.1
0.0 0.0 -0.1
0.0 0.0 -0.1
0.0 0.1 0.1
0.0 -0.1 0.0
0.0 0.1 0.1

Results of the Löwdin charge analysis, in e, for atoms 1 through 5:
1 C -0.129
2 C 0.001
3 N -0.250
4 N 0.123
5 C -0.364



(4)
Below is 2 unconnected molecules or ions with the total composition C4H10N4O2, with properties calculated with ωB97M-V/def2-TZVPD.

Summary:
multiplicity	1
HOMO energy	-18.350	eV
net charge	+2
ΔE to the lowest compared entry with this formula, charge and spin	163.8	kcal/mol

CARTESIAN COORDINATES (ANGSTROEM)
C (-4.365, -0.026, -0.613)
C (1.127, 0.029, 0.306)
C (-3.281, 0.129, 0.377)
C (3.223, 0.660, -0.567)
N (0.237, -0.413, -0.317)
N (-2.530, 1.059, 0.830)
N (3.005, -1.546, 0.538)
N (2.570, -0.192, 0.488)
O (-0.790, -0.446, -0.858)
O (-3.860, -1.018, 0.415)
H (-5.433, 0.263, -0.547)
H (-4.062, -0.459, -1.690)
H (-2.157, 0.897, 1.758)
H (3.153, 0.181, -1.469)
H (2.829, 1.677, -0.849)
H (4.277, 0.823, -0.081)
H (-2.394, 1.980, 0.448)
H (3.631, -1.774, -0.253)
H (2.214, -2.164, 0.628)
H (2.606, 0.338, 1.455)

Force components x, y, z for each atom (eV/Å):
1.3 -1.7 -3.0
1.8 -1.1 0.4
-3.8 1.5 -3.6
3.2 2.5 2.6
0.1 1.3 0.0
0.7 -1.6 2.5
0.9 0.2 -0.1
-3.2 2.7 1.6
-1.4 -1.1 -1.0
1.1 0.3 1.7
0.9 0.1 0.6
-0.6 1.3 2.5
0.5 0.2 0.1
0.5 -1.9 -2.1
-0.3 -0.9 1.5
-1.6 -0.4 -1.7
-0.5 0.1 -0.6
-0.6 0.3 0.5
-0.1 -0.2 0.0
1.2 -1.6 -1.8

Results of the Löwdin charge analysis, in e, for atoms 1 through 5:
1 C 0.122
2 C 0.051
3 C -0.310
4 C 0.035
5 N -0.056



(5)
Below is a gas-phase ion, C4H10N4O3PS (charge +1), with properties calculated with ωB97M-V/def2-TZVPD.

Summary:
multiplicity	1
HOMO energy	-12.786	eV
net charge	+1
SMILES	CCSCn1nnc[n+]1P(=O)(O)O

CARTESIAN COORDINATES (ANGSTROEM)
C (2.503, -1.204, 0.292)
C (2.395, 0.222, -0.281)
S (2.085, 1.533, 0.920)
C (0.305, 1.444, 1.152)
N (-0.457, 1.367, -0.116)
N (-0.390, 2.251, -1.046)
N (-1.175, 1.885, -2.036)
C (-1.732, 0.747, -1.687)
N (-1.302, 0.382, -0.473)
P (-1.755, -1.087, 0.421)
O (-0.627, -1.510, 1.221)
O (-3.118, -0.726, 1.083)
O (-2.217, -1.982, -0.775)
H (3.526, -1.565, 0.199)
H (2.237, -1.222, 1.345)
H (1.852, -1.891, -0.243)
H (1.649, 0.273, -1.074)
H (3.341, 0.524, -0.725)
H (0.009, 2.382, 1.619)
H (-0.025, 0.615, 1.770)
H (-2.437, 0.176, -2.269)
H (-3.121, 0.045, 1.669)
H (-1.544, -2.660, -0.967)

Force components x, y, z for each atom (eV/Å):
0.1 0.3 -0.1
0.0 -0.5 0.2
-0.1 0.3 -0.2
0.1 0.1 0.3
0.0 0.0 0.1
0.1 0.0 0.1
0.0 0.3 -0.3
-0.2 -0.1 -0.1
-0.1 0.1 -0.2
-0.1 -0.8 0.3
0.1 0.2 0.0
0.1 0.4 -0.3
0.3 0.1 0.1
0.0 -0.1 0.0
-0.1 -0.1 0.0
0.0 -0.1 0.0
0.0 0.2 -0.1
0.0 0.1 -0.1
0.0 0.0 0.0
0.1 -0.1 -0.1
0.0 0.0 0.0
-0.1 -0.2 0.2
-0.3 0.0 -0.1

Results of the Löwdin charge analysis, in e, for atoms 1 through 5:
1 C -0.140
2 C -0.517
3 S 0.933
4 C -0.392
5 N -0.141